# 1
# C2H38F6N2O21S2

19 unconnected molecules or ions with the total composition C2H38F6N2O21S2 in a non-equilibrium geometry (ωB97M-V/def2-TZVPD, OMol25).

Geometry as XYZ:
```
71
Properties=species:S:1:pos:R:3:forces:R:3:lowdin_charge:R:1
N 0.568010 4.182866 1.673111 0.26 -0.31 0.70 0.3612
H 0.961339 4.539833 0.814069 -0.14 0.02 -0.73 0.1605
H 1.143497 4.517406 2.432714 0.20 0.36 0.49 0.1563
H 0.615096 3.175419 1.727521 0.18 -0.85 -0.46 0.1593
H -0.397386 4.430198 1.837213 -0.44 0.46 -0.23 0.1586
C 2.270071 -2.101431 2.183009 -0.34 -0.79 -0.72 -0.6478
F 3.347123 -2.856812 2.404753 -0.07 0.09 -0.47 0.1348
F 1.188133 -2.932645 2.199902 0.98 1.23 0.49 0.1064
F 2.269650 -1.181473 3.141536 -0.84 -0.07 0.16 0.1258
S 2.327896 -1.243392 0.499826 0.18 -0.36 -0.91 0.6779
O 3.291655 -0.165271 0.624962 -1.07 -0.40 0.41 -0.3260
O 2.673080 -2.293865 -0.468249 -0.75 1.43 1.98 -0.3148
N 0.675168 -0.660189 0.461942 3.03 -0.19 0.81 -0.3179
S 0.213870 -1.149141 -0.944112 -1.10 -2.14 -3.56 0.5278
O 1.074683 -0.721874 -2.045531 -1.00 0.45 0.75 -0.3428
O -0.150121 -2.558975 -0.968054 -0.20 1.04 0.10 -0.3245
C -1.505406 -0.332966 -1.304828 1.97 -1.35 2.95 -0.6251
F -2.315071 -0.787585 -0.274546 0.22 0.96 -1.42 0.0642
F -1.392783 1.001053 -1.222921 -0.77 -0.19 -0.47 0.1016
F -1.950660 -0.761952 -2.458000 -0.29 0.58 0.04 0.1683
O -8.721371 -1.719577 -3.303629 -0.12 0.15 0.21 -0.0549
H -8.945321 -1.708813 -4.234197 -0.11 0.01 -0.23 0.0287
H -7.856902 -2.129167 -3.269557 0.24 -0.12 0.05 0.0296
O -7.429785 2.163981 3.475984 0.21 -0.04 0.17 -0.0546
H -7.594722 2.018902 2.544337 -0.02 -0.06 -0.32 0.0243
H -8.185576 2.667839 3.777890 -0.18 0.11 0.10 0.0277
O -2.696571 -7.277841 3.304517 -0.15 -0.22 0.02 -0.0558
H -1.739683 -7.300017 3.294234 0.24 -0.03 -0.02 0.0282
H -2.914899 -6.345950 3.317163 -0.11 0.26 0.00 0.0271
O 6.435398 -4.431061 9.354529 -0.01 0.11 0.21 -0.0554
H 7.202075 -4.448916 8.781703 0.22 -0.01 -0.11 0.0270
H 5.721056 -4.761479 8.809754 -0.22 -0.10 -0.11 0.0285
O -3.494980 7.423356 -5.709327 -0.01 -0.17 -0.17 -0.0519
H -3.915173 8.283235 -5.692336 -0.11 0.23 -0.06 0.0291
H -3.267175 7.249480 -4.796042 0.12 -0.08 0.25 0.0227
O -2.220838 -0.654553 3.977266 0.09 0.25 0.24 -0.0545
H -1.695856 -0.663234 3.176922 0.21 -0.13 -0.27 0.0173
H -3.060664 -1.033330 3.717521 -0.25 -0.14 -0.05 0.0308
O -5.956756 -3.696366 2.851035 0.22 0.03 0.11 -0.0539
H -6.117465 -3.964413 1.946288 0.02 -0.09 -0.25 0.0281
H -6.817174 -3.437587 3.181105 -0.20 0.07 0.14 0.0273
O 7.477572 1.142341 5.287266 -0.08 0.21 0.18 -0.0567
H 7.168674 0.942665 4.403554 -0.11 -0.04 -0.25 0.0292
H 8.044442 0.405604 5.515531 0.16 -0.17 0.08 0.0288
O 8.239225 -2.974059 -3.305610 0.21 -0.13 0.07 -0.0549
H 7.307954 -3.052354 -3.098659 -0.25 -0.03 0.11 0.0288
H 8.273117 -2.342600 -4.024191 0.02 0.18 -0.18 0.0256
O 5.567541 0.571870 -5.870115 0.21 0.15 0.12 -0.0564
H 5.518633 0.302012 -6.787185 -0.02 -0.06 -0.27 0.0258
H 4.780067 0.203808 -5.469319 -0.22 -0.10 0.16 0.0293
O -8.337248 2.119041 -0.976871 0.02 0.11 0.31 -0.0545
H -8.086411 2.586356 -1.773695 0.08 0.15 -0.22 0.0274
H -8.576283 1.242418 -1.277935 -0.08 -0.29 -0.09 0.0256
O -2.181765 7.267694 -1.094951 0.22 -0.23 -0.01 -0.0575
H -3.099784 7.126626 -0.863492 -0.29 -0.07 0.02 0.0305
H -1.969904 8.124643 -0.724822 0.07 0.28 0.03 0.0288
O 3.006750 4.566841 -2.648392 -0.15 0.18 0.32 -0.0629
H 3.761311 3.977962 -2.658505 0.20 -0.22 0.01 0.0324
H 2.808786 4.719119 -3.572440 -0.09 0.03 -0.23 0.0315
O 4.828763 -7.750397 -0.831327 0.21 -0.11 0.10 -0.0558
H 4.558185 -6.858985 -1.051358 -0.06 0.28 -0.02 0.0292
H 4.154582 -8.308430 -1.219025 -0.16 -0.15 -0.08 0.0266
O -6.582091 3.648401 -5.318947 -0.21 -0.01 0.20 -0.0557
H -6.062976 4.369221 -5.675556 0.13 0.24 -0.09 0.0263
H -6.166949 2.858924 -5.666223 0.09 -0.22 -0.08 0.0292
O 3.162312 -1.829030 -9.053223 0.04 0.26 -0.03 -0.0558
H 2.678610 -2.284316 -8.364028 -0.17 -0.09 0.20 0.0296
H 3.681824 -2.513853 -9.474342 0.14 -0.16 -0.14 0.0279
O 4.572649 1.384896 9.116942 -0.16 0.18 0.11 -0.0550
H 5.227301 1.587038 8.448501 0.19 0.07 -0.20 0.0245
H 4.609652 0.432852 9.208937 -0.02 -0.25 0.06 0.0291
```
Forces are in eV/Å.

Summary:
Spin multiplicity: 1
E_LUMO, eV: -2.09
HOMO-LUMO gap, eV: 6.63

---

# 2
# C2H3AgCl4O2

A molecular structure, C2H3AgCl4O2 in a non-equilibrium geometry (ωB97M-V/def2-TZVPD, OMol25).

Geometry as XYZ:
```
12
Properties=species:S:1:pos:R:3:forces:R:3:mulliken_spin:R:1
Ag -0.448382 -2.552558 -0.368772 0.47 0.22 0.23 0.0013
C -1.893122 2.544444 0.375762 -0.79 -0.03 0.40 0.9001
C 2.722111 0.612838 0.437546 -3.03 11.00 -2.72 0.0026
O 2.604838 -0.466025 0.610454 0.69 -5.84 1.29 -0.0006
O 2.497143 1.828127 0.172045 2.28 -5.20 1.43 0.0012
H -1.957255 3.183999 1.305778 0.41 -0.77 -1.43 0.0309
H -2.553702 1.659007 0.320601 0.63 0.62 0.21 0.0290
H -1.230741 2.704839 -0.487948 -0.22 0.18 0.84 0.0222
Cl 0.770480 -3.869105 1.347227 -0.31 -0.41 0.53 0.0003
Cl -1.614847 -0.775225 1.702989 -0.15 0.06 -0.25 0.0130
Cl -1.374416 -1.500383 -3.890888 -0.25 0.03 -0.08 0.0000
Cl 2.477893 -3.369958 -1.524795 0.28 0.13 -0.45 0.0000
```
Forces are in eV/Å.

Summary:
Spin multiplicity: 2
Net charge: -3
E_LUMO (spin up / spin down), eV: 7.17 / 7.17
HOMO-LUMO gap (spin up / spin down), eV: 5.41 / 5.40

---

Which value of spin multiplicity does entry 2 give?
2